Entry 1:
The following is a DFT calculation (ωB97M-V/def2-TZVPD) of C23H31AsBrF6N3OPtSi2Te as an isolated structure.

Properties
ΔE to the lowest compared entry with this formula, charge and spin	0.00	kJ/mol
molecular weight	1013.2	g mol⁻¹
2S+1	2
charge	+1
LUMO energy (spin up / spin down)	-4.167 / -5.321	eV
expectation value of S²	0.793
E	-7509.76595	Eh

Element x y z (Å)
Pt -1.32553 0.99216 1.29467
Br 3.70517 -0.19533 -6.54711
C 1.94851 -0.72463 -6.15348
C 0.98225 -0.66707 -7.15241
C -0.30555 -1.06264 -6.85700
C -0.62005 -1.47934 -5.56295
C 0.35867 -1.55720 -4.57065
C 1.65014 -1.17496 -4.87112
N -1.97696 -1.83918 -5.39032
N -2.48938 -2.05105 -4.31254
C -2.29038 -1.73218 -3.01344
C -2.43133 -2.75087 -2.04879
C -2.27845 -2.50074 -0.71147
C -2.02362 -1.18927 -0.26876
O -1.84569 -0.91066 0.97193
C -1.98243 -0.12483 -1.23868
N -1.76056 1.11637 -0.73732
C -1.67205 2.13967 -1.56183
C -1.83940 1.99097 -2.94262
C -2.06581 0.74627 -3.46671
C -2.12345 -0.36059 -2.60291
H 1.24411 -0.32769 -8.14403
H -1.08444 -1.05173 -7.60743
H 0.14287 -1.91275 -3.57311
H 2.41594 -1.21921 -4.11031
H -2.62519 -3.75555 -2.40006
H -2.32924 -3.29353 0.02087
H -1.46237 3.10575 -1.12446
H -1.77288 2.86186 -3.57779
H -2.19324 0.61986 -4.53365
C -0.55581 3.16566 1.72480
Si -0.33313 3.65976 3.53927
C -2.01021 4.00419 4.27007
C 0.83179 5.09756 3.67784
C 0.41119 2.10933 4.29615
Te -0.57726 0.32594 3.67039
C 1.22033 -0.68265 3.13967
Si 1.24220 -2.58277 3.19138
C 0.95118 -3.08605 4.96709
C 2.93645 -3.05875 2.58734
C -0.07742 -3.30144 2.08644
H -0.73323 3.99199 1.03167
H -1.62847 2.70428 1.68854
H 0.30571 2.62483 1.31289
H -2.48058 4.85772 3.77713
H -1.93799 4.24030 5.33315
H -2.68350 3.14896 4.16533
H 0.41872 5.98707 3.19874
H 1.79392 4.87852 3.21156
H 1.01419 5.34314 4.72581
H 0.41791 2.11013 5.38572
H 1.43909 1.99941 3.94385
H 1.93231 -0.31626 3.88425
H 1.52018 -0.30285 2.16319
H 1.71183 -2.66800 5.62997
H 0.98854 -4.17235 5.06975
H -0.02741 -2.76051 5.32928
H 3.72098 -2.63982 3.22050
H 3.09757 -2.69409 1.57061
H 3.05540 -4.14418 2.58452
H -1.08346 -3.00306 2.38858
H -0.02565 -4.39224 2.12484
H 0.08516 -2.98456 1.05469
F 0.67523 -0.77801 -0.15728
As 1.91365 0.12129 -1.03264
F 2.98232 -0.12776 0.29888
F 2.40576 -1.35396 -1.78668
F 3.08297 1.02495 -1.89548
F 0.74541 0.37800 -2.30903
F 1.30444 1.58435 -0.26929

Forces on atoms 1 to 2 (eV/Å):
0.0 0.1 0.1
0.0 0.0 0.0

Here are the Löwdin charges for atoms 1 to 4, given in e: Pt 0.84; Br 0.82; C -0.66; C -0.10

***

Entry 2:
The following is a DFT calculation (ωB97M-V/def2-TZVPD) of a 2-piece molecular cluster, C5H12O3 overall.

Properties
ΔE to the lowest compared entry with this formula, charge and spin	270.72	kJ/mol
molecular weight	120.1	g mol⁻¹
SMILES	C[C@H](O)[C@@H](C)O.C=O
LUMO energy	0.233	eV
E	-423.35073	Eh

Element x y z (Å)
C -0.84261 -0.97066 0.34950
C -0.59309 -1.82166 -0.88189
C -0.48186 1.38374 1.38174
C -0.41789 0.49689 0.14549
O -0.14181 -1.56454 1.44054
O -0.87833 1.05006 -0.96964
H -0.51525 -1.24975 2.26987
H -1.92236 -0.94307 0.55857
H -1.01066 -2.81602 -0.73130
H -1.05097 -1.36383 -1.75577
H 0.47865 -1.92500 -1.05288
H -1.52353 1.47554 1.69851
H -0.11740 2.37919 1.13237
H 0.10801 0.98226 2.20496
C 1.91995 0.76229 -0.93698
O 1.32039 1.37699 -1.87888
H 0.01213 1.27653 -1.61793
H 2.48136 1.34341 -0.18917
H 2.32887 -0.24117 -1.12254
H 0.84639 0.36879 -0.04456

Forces on atoms 1 to 2 (eV/Å):
0.0 0.1 -0.1
-0.1 0.1 0.2

Here are the Löwdin charges for atoms 1 to 4, given in e: C -0.38; C -0.02; C -0.01; C -0.45

***

Entry 3:
The following is a DFT calculation (ωB97M-V/def2-TZVPD) of C10H14N2PTi as an isolated structure.

Properties
ΔE to the lowest compared entry with this formula, charge and spin	68.82	kJ/mol
molecular weight	241.1	g mol⁻¹
2S+1	3
charge	-1
LUMO energy (spin up / spin down)	3.161 / 2.983	eV
expectation value of S²	2.020
E	-1689.56852	Eh

Element x y z (Å)
C 1.41325 -0.09566 -2.23819
C 0.63827 0.34912 -3.37521
C -0.53592 -0.33326 -3.64699
C -0.60608 -1.47609 -2.84771
C 0.49672 -1.59017 -1.88744
Ti -0.39707 0.14928 -1.50664
P 0.02655 2.66017 -1.05850
H 2.40071 0.37088 -2.20031
H 0.87197 1.29442 -3.89770
H -1.16898 -0.07479 -4.53520
H 0.60830 -2.53848 -1.36521
H -1.52350 -2.12911 -2.88651
H -0.92096 3.31354 -0.24592
H 0.32965 3.87782 -1.75030
H 1.06471 2.95798 -0.17060
N -0.16598 -1.00024 4.61132
C -0.14871 -0.59647 3.30389
C 0.78214 -1.13955 2.40326
C 0.72480 -0.81518 1.04176
N -0.17215 0.01006 0.56990
C -1.13082 0.48659 1.37899
C -1.08380 0.26290 2.75183
H 0.46002 -1.64961 5.00689
H -0.89680 -0.67002 5.28756
H 1.54446 -1.86885 2.68373
H 1.39428 -1.37809 0.35330
H -2.05187 0.98629 0.85084
H -1.95318 0.63653 3.36917

Forces on atoms 1 to 2 (eV/Å):
-0.5 -1.4 -1.5
1.2 1.3 -1.2

Here are the Löwdin charges for atoms 1 to 4, given in e: C -0.24; C -0.37; C -0.31; C -0.31

***

Entry 4:
The following is a DFT calculation (ωB97M-V/def2-TZVPD) of a 2-piece molecular cluster, CH4N2O3 overall.

Properties
ΔE to the lowest compared entry with this formula, charge and spin	386.31	kJ/mol
molecular weight	92.1	g mol⁻¹
LUMO energy (spin up / spin down)	-1.027 / -1.125	eV
E	-375.52012	Eh

Element x y z (Å)
C 0.15017 -0.66173 -0.48392
N 1.42454 0.92087 0.54828
N -1.03781 0.18794 -0.36774
O -1.09329 1.14982 -1.06147
O -1.82943 -0.18790 0.46069
O 0.04856 -1.76729 0.20477
H 0.79382 -0.80768 -1.32033
H 1.12689 1.63160 -0.19257
H 1.17062 1.24557 1.47463
H -0.75407 -1.71121 0.73765

Forces on atoms 1 to 2 (eV/Å):
1.0 0.7 2.6
-0.4 -0.6 -3.0

Here are the Löwdin charges for atoms 1 to 4, given in e: C -0.11; N 0.04; N -0.43; O 0.09